No. 1
Below is C5H8N2 in the gas phase, with properties calculated with the ωB97M-V functional and the def2-TZVPD basis.

Cartesian coordinates (Å):
1 C -0.248 -0.384 -2.444
2 C -0.121 -0.419 -0.955
3 C 0.549 -1.357 -0.129
4 C 0.444 -0.838 1.138
5 N -0.264 0.315 1.036
6 C -0.215 1.443 1.939
7 N -0.600 0.585 -0.238
8 H -0.721 -1.283 -2.851
9 H 0.745 -0.289 -2.899
10 H -0.838 0.490 -2.732
11 H 1.054 -2.267 -0.426
12 H 0.808 -1.192 2.094
13 H -0.078 1.101 2.966
14 H -1.141 2.013 1.847
15 H 0.626 2.084 1.653

Cartesian forces (eV/Å) of the 3 atoms listed first:
C -0.01 -0.02 -0.07
C 0.03 0.05 -0.09
C -0.03 0.01 0.00

The max |F| comes out at 0.28 eV Å⁻¹. As for the relative energy (zero: lowest compared OMol25 entry of this formula, charge and spin): 12.5 kcal per mole. For the frontier orbital gap, the calculation gives 10.049 eV. The SMILES is Cc1ccn(C)n1. For the total energy, the calculation gives -8294.4561 eV.

No. 2
Below is C3H4O2S2 in the gas phase, with properties calculated with the ωB97M-V functional and the def2-TZVPD basis.

Cartesian coordinates (Å):
1 O 0.640 1.348 -0.367
2 C 1.312 0.222 -0.154
3 S 2.884 0.049 0.132
4 C 0.294 -0.921 -0.130
5 O -1.038 -0.706 -0.490
6 C -1.792 0.080 0.251
7 S -3.368 0.289 0.034
8 H 1.293 2.028 -0.410
9 H 0.595 -1.809 -0.715
10 H 0.374 -1.258 0.909
11 H -1.194 0.678 0.941

Cartesian forces (eV/Å) of the 3 atoms listed first:
O -0.13 -0.51 -0.15
C -1.57 -0.71 -0.56
S 0.17 0.08 -0.06

The max |F| comes out at 2.06 eV Å⁻¹. As for the relative energy (zero: lowest compared OMol25 entry of this formula, charge and spin): 26.6 kcal per mole. For the frontier orbital gap, the calculation gives 8.910 eV. The SMILES is OC(=S)COC=S. For the total energy, the calculation gives -28939.9003 eV.

No. 3
Below is C6H9N3 in the gas phase, with properties calculated with the ωB97M-V functional and the def2-TZVPD basis.

Cartesian coordinates (Å):
1 H -3.005 -1.910 -0.704
2 N -2.052 -1.999 -0.063
3 C -1.567 -0.851 -0.024
4 C -2.277 0.387 0.118
5 C -1.670 1.553 -0.016
6 C -0.083 1.422 -0.083
7 C 0.661 0.204 -0.140
8 N 1.926 0.414 -0.165
9 C 2.847 -0.705 0.124
10 N -0.098 -0.814 -0.046
11 H -3.270 0.293 0.794
12 H -2.050 2.681 -0.080
13 H 0.312 2.188 -0.831
14 H 0.503 1.929 0.589
15 H 3.039 -1.644 -0.633
16 H 3.980 -0.439 0.275
17 H 2.292 -1.191 1.057
18 H 0.512 -1.518 -0.173

Cartesian forces (eV/Å) of the 3 atoms listed first:
H 2.26 -0.37 3.16
N -3.36 -1.43 -3.54
C 3.20 -0.39 0.30

The max |F| comes out at 6.31 eV Å⁻¹. As for the relative energy (zero: lowest compared OMol25 entry of this formula, charge and spin): 100.5 kcal per mole. For the frontier orbital gap, the calculation gives 8.838 eV. The SMILES is [H]/N=C1\C=CC/C(=N/C)N1. For the total energy, the calculation gives -10833.2681 eV.

- Which formula does entry 2 have?
  C3H4O2S2